Density functional theory data (ωB97M-V/def2-TZVPD) for C12H12FFeN2O2 as an isolated structure.

Cartesian coordinates (Å):
Fe -1.11 0.81 -1.58
C -5.17 0.42 -1.12
C -3.71 0.37 -0.77
O -2.91 0.40 -1.77
C -3.31 0.25 0.55
C -1.99 0.08 0.98
C -1.69 -0.28 2.39
N -0.98 0.21 0.13
N 0.30 -0.06 0.57
C 1.10 0.02 -0.44
O 0.66 0.30 -1.65
C 2.55 -0.22 -0.27
C 3.37 -0.29 -1.39
C 4.73 -0.52 -1.25
C 5.27 -0.68 0.02
C 4.45 -0.61 1.14
C 3.10 -0.38 1.00
H -5.46 -0.54 -1.56
H -5.79 0.60 -0.25
H -5.34 1.19 -1.87
H -4.09 0.19 1.30
H -2.60 -0.36 2.98
H -1.14 -1.22 2.43
H -1.03 0.47 2.83
H 2.93 -0.15 -2.37
H 5.36 -0.57 -2.12
H 6.33 -0.86 0.14
H 4.88 -0.73 2.13
H 2.45 -0.32 1.86
F -1.14 2.48 -2.02

Output
Molecular weight in g mol⁻¹: 291.08
Calculated total energy in Ha: -2088.0417
Orbital gap (spin up / spin down) in eV: 7.5 / 7.9
HOMO (spin up / spin down) in eV: -8.377 / -8.495
2S+1: 2
Largest force on an atom in eV/A: 0.24



Density functional theory data (ωB97M-V/def2-TZVPD) for C12H12FN as an isolated structure.

Cartesian coordinates (Å):
C 4.53 -0.08 -0.67
C 3.75 -0.21 0.20
C -3.65 0.50 -0.01
C -3.09 1.78 0.01
C -2.86 -0.69 -0.13
C -1.75 1.90 -0.22
C -1.48 -0.52 -0.22
C -1.03 0.74 -0.30
C -0.40 -1.53 -0.34
C 0.76 -0.91 -1.11
C 0.85 0.49 -0.49
C 2.66 -0.26 1.15
N 1.45 0.66 0.75
F 1.21 1.48 -1.41
H 5.37 -0.01 -1.34
H -4.65 0.35 0.29
H -3.81 2.54 0.20
H -3.48 -1.52 -0.16
H -1.26 2.93 -0.19
H 0.05 -1.70 0.54
H -0.77 -2.38 -0.94
H 1.75 -1.41 -0.96
H 0.58 -0.65 -2.22
H 3.08 0.02 2.11
H 2.14 -1.20 1.21
H 1.80 1.68 0.84

Output
Molecular weight in g mol⁻¹: 189.23
Calculated total energy in Ha: -618.9315
Orbital gap in eV: 9.7
HOMO in eV: -8.771
Relative energy (zero: lowest compared OMol25 entry of this formula, charge and spin) in kJ/mol: 190.27
Largest force on an atom in eV/A: 5.36



Density functional theory data (ωB97M-V/def2-TZVPD) for C12H12INO4S2Ti as an isolated structure.

Cartesian coordinates (Å):
Ti 0.50 -0.01 1.14
C -0.94 -3.22 4.30
C -0.67 -2.48 3.02
S 0.52 -1.19 3.17
C -1.30 -2.79 1.87
C -2.32 -3.87 1.71
S -0.87 -1.93 0.39
H -0.47 -2.71 5.14
H -0.53 -4.23 4.26
H -2.01 -3.29 4.51
H -2.60 -4.31 2.66
H -1.95 -4.68 1.07
H -3.23 -3.49 1.24
O 3.91 0.07 -0.90
C 2.74 0.34 -0.87
O 1.94 -0.31 0.10
C 2.00 1.29 -1.67
C 0.59 1.33 -1.70
C -0.10 2.27 -2.41
C 0.61 3.24 -3.15
C 2.03 3.20 -3.16
C 2.69 2.24 -2.45
N -0.07 4.20 -3.88
O -1.33 4.19 -3.87
O 0.58 5.02 -4.56
H 0.01 0.54 -1.23
H -1.18 2.28 -2.45
H 2.55 3.94 -3.74
H 3.78 2.21 -2.45
I 0.63 2.40 2.15
C -1.48 -0.24 0.60
H -1.95 0.13 -0.31
H -2.11 -0.14 1.48

Output
Molecular weight in g mol⁻¹: 473.14
Calculated total energy in Ha: -2763.7985
Orbital gap (spin up / spin down) in eV: 4.0 / 7.5
Charge: -1
HOMO (spin up / spin down) in eV: -2.540 / -5.994
2S+1: 2
Relative energy (zero: lowest compared OMol25 entry of this formula, charge and spin) in kJ/mol: 38.31
Largest force on an atom in eV/A: 0.78



Density functional theory data (ωB97M-V/def2-TZVPD) for one molecule with the formula C12H12N2O.

Cartesian coordinates (Å):
O -4.39 0.73 -0.45
C -3.24 -0.22 -0.56
C -3.45 -1.40 0.30
C -2.32 -0.48 0.75
N -1.08 -0.92 0.25
C 0.03 0.00 0.20
C -0.20 1.37 -0.09
C 0.78 2.25 -0.07
C 2.21 2.08 0.19
C 2.51 0.75 0.11
C 3.82 0.40 0.11
N 4.31 -0.88 -0.05
C 3.44 -1.84 -0.35
C 1.97 -1.56 -0.34
C 1.46 -0.23 0.17
H -4.08 1.71 -0.94
H -2.78 -0.22 -1.47
H -2.96 -2.40 0.07
H -4.38 -1.35 0.98
H -2.43 0.19 1.53
H -0.79 -1.78 0.75
H -1.22 1.75 -0.02
H 0.45 3.25 -0.08
H 2.85 2.88 0.12
H 4.63 1.05 0.09
H 3.79 -2.81 -0.74
H 1.07 -2.31 -0.47

Output
Molecular weight in g mol⁻¹: 200.24
Calculated total energy in Ha: -649.0447
Orbital gap in eV: 7.5
HOMO in eV: -7.647
Relative energy (zero: lowest compared OMol25 entry of this formula, charge and spin) in kJ/mol: 453.27
Largest force on an atom in eV/A: 6.59
SMILES: O[C@@H]1C[C@H]1Nc1cccc2cnccc12



Density functional theory data (ωB97M-V/def2-TZVPD) for one molecule with the formula C12H12N2O.

Cartesian coordinates (Å):
C -0.65 -1.32 1.30
C -0.47 -0.20 0.25
C 0.96 0.09 -0.07
C 1.88 -0.84 -0.58
C 3.06 -0.35 -1.10
C 3.47 0.95 -0.61
C 2.59 1.84 0.05
C 1.22 1.44 0.16
N 0.17 2.01 0.80
C -0.99 1.19 0.64
N -1.73 1.47 -0.62
O -3.15 1.57 -0.37
C -3.64 0.36 -0.51
C -2.79 -0.57 -0.95
C -1.45 0.01 -1.04
H -1.66 -1.39 1.75
H 0.27 -1.02 2.02
H -0.54 -2.21 0.76
H 1.52 -1.94 -0.66
H 3.60 -1.08 -1.60
H 4.56 1.27 -0.80
H 2.90 2.81 0.46
H 0.22 3.02 0.99
H -1.62 1.39 1.42
H -4.75 0.36 -0.27
H -2.89 -1.62 -1.23
H -1.03 -0.17 -1.96

Output
Molecular weight in g mol⁻¹: 200.24
Calculated total energy in Ha: -649.0647
Orbital gap in eV: 8.5
HOMO in eV: -7.607
Relative energy (zero: lowest compared OMol25 entry of this formula, charge and spin) in kJ/mol: 400.64
Largest force on an atom in eV/A: 3.32
SMILES: C[C@]12c3ccccc3N[C@H]1N1OC=C[C@@H]12



Density functional theory data (ωB97M-V/def2-TZVPD) for one molecule with the formula C12H12N2O3S.

Cartesian coordinates (Å):
O 0.37 -3.24 1.27
O -0.51 4.46 -0.37
O 1.71 -1.39 1.56
S -0.20 -1.12 -1.65
C 1.20 -2.43 0.85
C -2.05 0.52 2.13
C -2.08 1.88 2.47
C 0.24 1.49 -1.97
C -1.56 0.08 0.95
C -0.34 0.55 -1.13
C -1.60 2.81 1.52
C 0.10 2.82 -1.69
C -0.95 0.98 0.06
C -0.99 2.36 0.31
N 1.12 -3.80 -1.34
N -0.47 3.24 -0.56
C 1.60 -1.40 -1.46
C 1.76 -2.69 -0.62
H 1.23 -1.37 2.39
H -2.45 -0.17 2.87
H -2.53 2.17 3.44
H 0.78 1.17 -2.85
H -1.64 -0.94 0.65
H -1.68 3.86 1.77
H 0.56 3.50 -2.39
H 0.11 -3.66 -1.42
H 1.30 -4.68 -0.85
H 2.07 -1.53 -2.45
H 2.09 -0.54 -0.98
H 2.82 -2.93 -0.51

Output
Molecular weight in g mol⁻¹: 264.31
Calculated total energy in Ha: -1197.8407
Orbital gap in eV: 7.4
HOMO in eV: -7.944
Relative energy (zero: lowest compared OMol25 entry of this formula, charge and spin) in kJ/mol: 284.53
Largest force on an atom in eV/A: 2.93